(1)
Density functional theory data (the ωB97M-V functional and the def2-TZVPD basis) for a molecular structure, C27H35N5O2OsS2Si in a non-equilibrium geometry.

```
73
Properties=species:S:1:pos:R:3:forces:R:3:lowdin_charge:R:1
Os -0.015 -0.577 0.269 -3.87 0.42 1.04 1.057
N 0.283 -2.817 -0.392 0.14 0.98 0.07 -0.060
C -0.756 -3.662 0.213 -0.31 -0.26 0.47 -0.229
C -0.739 -3.478 1.734 0.23 -0.36 -0.54 -0.225
N -0.970 -2.079 2.075 0.42 1.38 -0.61 0.003
H 0.165 -2.782 -1.405 0.13 -0.01 0.18 0.098
H 1.199 -3.212 -0.187 -0.05 0.25 -0.11 0.083
H -0.607 -4.720 -0.036 0.02 0.16 0.07 0.125
H -1.727 -3.360 -0.184 0.16 -0.03 0.02 0.106
H 0.243 -3.779 2.110 -0.10 0.04 0.05 0.104
H -1.496 -4.134 2.180 0.08 0.10 -0.01 0.128
H -0.740 -1.893 3.045 0.19 0.10 -0.07 0.091
H -1.964 -1.837 1.947 0.09 -0.01 0.03 0.050
S -3.553 2.115 0.089 0.68 -0.29 0.61 0.720
C -2.442 2.480 -1.163 0.13 -0.04 0.45 -0.744
C -2.838 3.034 -2.381 0.38 0.20 -0.32 -0.042
C -1.891 3.325 -3.351 0.31 -0.52 0.96 -0.174
C -2.292 3.875 -4.589 -0.27 0.27 -0.56 -0.179
N -2.639 4.324 -5.585 -0.09 0.09 -0.25 0.185
C -0.522 3.080 -3.104 -0.56 -0.15 0.72 -0.178
C -0.125 2.547 -1.879 -0.01 -0.16 -0.14 -0.036
C -1.076 2.221 -0.932 -0.28 0.49 -0.68 -0.629
S -0.674 1.604 0.663 0.12 -2.16 -0.10 0.768
C 0.457 3.396 -4.067 0.48 0.13 -0.35 -0.190
N 1.289 3.645 -4.818 0.21 0.06 -0.25 0.176
H -3.884 3.242 -2.550 -0.06 0.01 -0.06 0.123
H 0.922 2.381 -1.673 0.09 0.01 -0.10 0.102
O -0.978 -0.499 -2.247 0.20 0.10 0.16 0.022
C -2.051 -0.653 -1.654 -0.15 -0.22 -0.26 -0.476
N -2.065 -0.969 -0.341 1.20 -0.34 -0.37 -0.053
C -3.338 -1.095 0.129 -0.29 -0.06 0.38 -0.473
O -3.635 -1.450 1.257 -0.06 0.01 -0.02 0.067
C -4.254 -0.800 -1.006 0.03 -0.01 -0.53 -0.139
C -5.627 -0.729 -1.053 0.26 -0.04 0.06 -0.001
C -6.203 -0.387 -2.271 -0.04 -0.02 0.09 -0.056
C -5.421 -0.149 -3.388 0.08 0.11 -0.16 -0.059
C -4.030 -0.235 -3.341 0.15 -0.05 0.11 0.005
C -3.455 -0.556 -2.131 -0.59 -0.05 0.16 -0.101
H -6.217 -0.901 -0.167 -0.08 -0.03 0.08 0.124
H -7.276 -0.291 -2.340 -0.09 0.00 -0.05 0.108
H -5.901 0.138 -4.310 -0.05 -0.02 -0.16 0.107
H -3.421 -0.054 -4.214 0.02 0.08 -0.09 0.124
C 2.518 -2.013 2.440 -0.34 0.67 -0.57 -0.203
Si 2.057 -0.398 1.449 1.80 -0.27 0.34 0.575
C 3.516 -0.232 0.093 -0.54 0.10 0.64 -0.665
C 4.882 -0.077 0.748 -0.20 0.00 -0.04 -0.100
C 3.529 -1.488 -0.777 -0.15 0.13 0.26 -0.123
C 3.259 0.952 -0.833 -0.13 -0.16 0.14 -0.118
C 2.078 0.970 2.901 -0.08 -0.28 -0.57 -0.648
C 0.778 0.810 3.699 0.13 -0.04 -0.35 -0.129
C 3.242 0.778 3.875 -0.12 -0.13 -0.26 -0.101
C 2.162 2.389 2.340 0.00 -0.31 -0.01 -0.120
H 3.439 -1.868 2.992 0.23 0.04 0.07 0.018
H 2.660 -2.869 1.789 0.02 -0.23 -0.17 0.004
H 1.749 -2.272 3.161 -0.20 -0.04 0.22 0.005
H 5.082 -0.899 1.430 0.15 -0.09 0.15 0.075
H 4.946 0.860 1.292 0.10 0.15 0.14 0.066
H 5.656 -0.069 -0.020 0.20 -0.01 -0.07 0.084
H 3.742 -2.376 -0.192 0.05 -0.28 0.10 0.066
H 4.304 -1.400 -1.536 0.14 0.00 -0.19 0.087
H 2.576 -1.613 -1.289 -0.12 -0.05 -0.12 0.050
H 3.167 1.887 -0.288 -0.03 0.20 0.04 0.066
H 2.343 0.783 -1.400 -0.08 0.08 -0.10 0.047
H 4.076 1.056 -1.546 0.12 0.04 -0.15 0.090
H 0.762 -0.159 4.193 -0.10 -0.15 0.14 0.067
H -0.100 0.888 3.059 -0.10 0.01 0.13 0.010
H 0.708 1.584 4.463 -0.02 0.08 0.14 0.089
H 3.161 -0.163 4.408 0.03 -0.17 0.15 0.068
H 3.229 1.583 4.608 0.01 0.13 0.17 0.086
H 4.201 0.801 3.371 0.23 0.02 -0.06 0.064
H 1.374 2.560 1.610 0.10 0.24 -0.10 0.002
H 3.129 2.563 1.872 0.06 0.09 -0.08 0.072
H 2.038 3.121 3.139 -0.02 0.09 0.10 0.088
```
Positions in Å, forces in eV/Å.

Computed properties:
Kohn-Sham gap (alpha / beta) (eV): 5.037 / 4.956
HOMO energy (alpha / beta) (eV): -7.78 / -7.74
Max |F| (eV Å⁻¹): 4.0
Multiplicity: 1
Net charge: 0
LUMO level (alpha / beta) (eV): -2.7395 / -2.7805

***

(2)
Density functional theory data (the ωB97M-V functional and the def2-TZVPD basis) for a gas-phase ion, C3H6N2S (charge +2) in a non-equilibrium geometry.

```
12
Properties=species:S:1:pos:R:3:forces:R:3:nbo_charge:R:1
C 2.000 0.553 -0.069 -0.29 1.43 1.58 0.529
C -0.013 -1.264 0.085 0.53 3.10 -0.30 0.332
C -1.187 1.253 0.240 0.81 1.79 -0.47 -0.801
N 1.149 -0.108 0.308 -1.34 -3.79 -0.95 -0.285
N 0.378 -2.452 -0.197 -0.46 0.12 -0.38 -0.689
S -1.506 -0.520 -0.007 0.51 -0.36 0.83 0.708
H 2.535 1.494 0.057 0.79 -0.24 -0.83 0.338
H -0.379 1.640 1.015 -1.73 -1.39 -1.54 0.297
H -2.169 1.644 0.587 0.50 -0.30 -0.29 0.318
H -0.990 1.633 -0.826 -0.24 -0.20 1.69 0.287
H 1.131 -2.940 0.208 1.71 -0.27 0.86 0.475
H -0.151 -3.086 -0.783 -0.79 0.10 -0.19 0.492
```
Positions in Å, forces in eV/Å.

Computed properties:
Kohn-Sham gap (eV): 9.290
HOMO energy (eV): -20.15
Max |F| (eV Å⁻¹): 4.1
Multiplicity: 1
Net charge: +2
LUMO level (eV): -10.8568

***

(3)
Density functional theory data (the ωB97M-V functional and the def2-TZVPD basis) for C6H9N3 in the gas phase in a non-equilibrium geometry.

```
18
Properties=species:S:1:pos:R:3:forces:R:3:nbo_charge:R:1
C 0.115 1.147 -1.057 -0.26 -0.04 1.09 -0.434
C -0.441 0.007 -1.746 -0.45 -0.85 0.04 -0.327
C 0.979 -0.003 1.066 -0.27 0.27 0.18 0.447
C -0.405 0.422 0.482 0.92 -0.59 -1.01 0.052
N 1.602 -1.060 0.435 -0.08 0.05 -0.02 -0.834
N 1.551 0.636 1.997 0.06 -0.07 -0.08 -0.692
N -1.291 1.123 1.173 -0.34 0.54 0.36 -0.573
C -1.076 -0.812 -0.198 0.54 0.75 -0.53 -0.100
C -1.762 -1.821 -0.057 -0.16 -0.22 0.12 -0.153
H 2.448 -1.353 0.903 -0.06 0.06 0.01 0.401
H 1.005 -1.821 0.148 -0.02 0.05 0.01 0.399
H 0.987 1.413 2.329 -0.04 -0.05 -0.05 0.347
H -0.981 2.091 1.265 0.06 -0.02 0.10 0.320
H -0.419 2.085 -1.148 0.01 0.02 -0.06 0.221
H 1.192 1.259 -1.073 0.00 0.01 0.04 0.235
H 0.234 -0.745 -2.133 0.01 0.08 -0.10 0.225
H -1.367 0.124 -2.294 0.07 0.03 -0.08 0.227
H -2.373 -2.692 -0.090 0.00 -0.02 -0.02 0.237
```
Positions in Å, forces in eV/Å.

Computed properties:
Kohn-Sham gap (alpha / beta) (eV): 8.085 / 6.765
HOMO energy (alpha / beta) (eV): -8.65 / -7.73
Max |F| (eV Å⁻¹): 1.5
Multiplicity: 1
Net charge: 0
LUMO level (alpha / beta) (eV): -0.5696 / -0.9632

***

(4)
Density functional theory data (the ωB97M-V functional and the def2-TZVPD basis) for a molecular structure, C4H5OP in a non-equilibrium geometry.

```
11
Properties=species:S:1:pos:R:3:forces:R:3:nbo_charge:R:1
C 0.427 -1.078 -0.184 -1.46 0.34 -0.86 -0.091
C -0.188 -1.188 1.051 0.11 0.03 2.61 0.010
C 0.100 0.121 -0.964 0.72 0.94 0.26 -0.468
C -0.467 1.166 0.034 2.35 -0.81 1.58 -0.761
O -0.011 -1.823 2.110 0.76 -2.30 -0.35 -0.609
P -0.890 0.280 1.612 -1.27 1.98 -1.15 0.781
H 1.273 -1.552 -0.527 1.62 -1.83 -0.27 0.201
H 1.111 0.418 -1.223 0.16 0.66 -0.68 0.225
H -0.433 -0.004 -1.941 0.08 0.02 0.95 0.244
H 0.275 1.938 0.417 -0.29 -0.93 -0.92 0.240
H -1.197 1.721 -0.385 -2.77 1.90 -1.17 0.228
```
Positions in Å, forces in eV/Å.

Computed properties:
Kohn-Sham gap (alpha / beta) (eV): 7.459 / 6.655
HOMO energy (alpha / beta) (eV): -8.73 / -8.27
Max |F| (eV Å⁻¹): 3.6
Multiplicity: 1
Net charge: 0
LUMO level (alpha / beta) (eV): -1.2681 / -1.6146

***

Asked for energy relative to the best compared isomer or geometry (same formula, charge and spin) across the records above, the calculation gives 419.03, 201.71, 554.22, 271.46 kJ/mol in order.